Run a
This record from OMol25 describes a cluster of 17 separate species, C17H68O17 in total. The level of theory is wB97M-V/def2-TZVPD.

Each line ends with the Mulliken charge.
Positions of all 102 atoms, in Å:
C: 1.2248 -2.1726 -3.6152  -0.553
O: 0.0670 -1.3980 -3.9380  -0.540
H: 2.0269 -1.6856 -3.1454  0.253
H: 0.8806 -2.9782 -2.9854  0.192
H: 1.6622 -2.5211 -4.5797  0.275
H: 0.3767 -0.5354 -4.2924  0.262
C: -1.0319 4.6752 -0.5461  -0.832
O: -0.1057 3.7735 0.0345  -0.214
H: -0.9186 5.6228 -0.0617  0.271
H: -0.8383 4.8017 -1.5931  0.334
H: -2.0961 4.3680 -0.4917  0.203
H: -0.6423 3.4135 0.7657  0.256
C: -1.0562 -0.9137 4.0306  -0.648
O: -0.6278 -1.1896 2.6593  -0.334
H: -0.0873 -0.9287 4.5414  0.290
H: -1.4839 0.0730 4.1571  0.056
H: -1.7230 -1.6410 4.5173  0.271
H: -1.4479 -1.0956 2.0790  0.094
C: 3.5148 4.1619 -1.8076  -0.319
O: 4.5494 3.2252 -1.6716  -0.613
H: 2.7165 4.0965 -1.0549  -0.012
H: 3.8885 5.2033 -1.7829  0.339
H: 3.0674 4.0181 -2.7688  0.168
H: 4.1205 2.3350 -1.5288  0.425
C: 2.8057 -0.2548 3.3800  0.467
O: 2.9033 -1.1204 4.4915  -0.637
H: 1.8923 0.3529 3.4143  -0.532
H: 3.6539 0.4113 3.4291  0.411
H: 2.8559 -0.8178 2.4418  -0.104
H: 2.4108 -1.9118 4.2171  0.350
C: -2.4586 1.4839 -2.3009  0.122
O: -3.5001 0.6906 -1.7299  -0.521
H: -1.4963 1.0332 -2.1320  -0.182
H: -2.6587 1.6984 -3.3918  0.285
H: -2.4451 2.4214 -1.7201  -0.037
H: -3.4326 -0.1923 -2.0917  0.209
C: 4.4963 -5.0354 0.1088  -0.508
O: 3.7023 -6.2215 0.1387  -0.509
H: 4.1524 -4.3154 -0.6602  0.184
H: 4.5803 -4.5213 1.0770  0.215
H: 5.5196 -5.2990 -0.2701  0.294
H: 2.7843 -5.9046 -0.1220  0.329
C: 1.3775 1.6995 -4.5935  -0.455
O: 0.0431 1.2864 -4.8314  -0.544
H: 1.7005 2.6545 -5.0122  0.330
H: 1.4906 1.8045 -3.5060  0.021
H: 2.0843 0.9420 -4.9103  0.358
H: 0.0140 0.7508 -5.6154  0.284
C: 1.9382 2.7503 2.5887  -0.112
O: 1.6099 3.0683 3.9355  -0.613
H: 3.0146 2.5445 2.5710  0.453
H: 1.4157 1.9248 2.1416  -0.416
H: 1.7607 3.6617 2.0349  0.392
H: 1.8360 2.2620 4.3808  0.369
C: -3.3210 -2.9631 -3.5232  -0.703
O: -2.5693 -1.9792 -2.8579  -0.182
H: -3.2778 -2.8295 -4.6466  0.258
H: -2.9606 -4.0161 -3.3436  0.234
H: -4.3169 -2.8554 -3.1433  0.293
H: -1.7283 -1.8876 -3.3144  0.205
C: -2.1507 2.8455 3.1732  -0.924
O: -1.8557 2.4297 1.8289  -0.202
H: -2.1052 3.9602 3.2601  0.228
H: -3.1420 2.6004 3.5060  0.365
H: -1.4381 2.4492 3.8093  0.309
H: -2.6336 2.5154 1.2480  0.159
C: -1.2499 -3.9849 0.1783  -0.376
O: -0.1720 -4.0146 -0.7339  -0.529
H: -2.0115 -4.7552 -0.1691  0.301
H: -1.0111 -4.0705 1.2244  0.279
H: -1.7980 -3.0622 0.1123  -0.040
H: 0.4017 -3.2665 -0.4968  0.336
C: -4.3812 -1.1366 1.2263  -0.622
O: -3.3428 -0.4143 1.9005  -0.369
H: -4.4135 -2.1438 1.6581  0.362
H: -5.4093 -0.6941 1.4359  0.224
H: -4.1879 -1.2232 0.1410  0.095
H: -3.3853 0.4993 1.5480  0.390
C: -5.5402 2.3470 0.2452  -0.813
O: -4.2589 1.7709 0.4387  -0.380
H: -6.1745 1.7463 -0.4435  0.261
H: -5.9967 2.5423 1.2295  0.299
H: -5.5720 3.3446 -0.1621  0.307
H: -4.1305 1.1504 -0.2867  0.288
C: 4.2943 0.1946 -0.1304  -0.426
O: 3.4808 0.8396 -1.0699  -0.581
H: 4.6816 0.8296 0.6405  0.256
H: 3.7778 -0.6770 0.3195  -0.024
H: 5.1822 -0.1911 -0.6714  0.329
H: 2.5427 1.0538 -0.8055  0.334
C: 1.6330 -3.8401 2.1998  -0.734
O: 1.3769 -2.5475 1.7583  -0.010
H: 1.1177 -4.5653 1.5541  0.153
H: 2.6754 -3.9361 2.2734  0.272
H: 1.1825 -4.0108 3.2279  0.298
H: 0.5137 -2.2014 2.0661  0.281
C: 0.2061 0.2871 0.0156  0.076
O: 0.7436 1.2712 -0.8962  0.041
H: -0.5934 -0.3387 -0.4522  0.067
H: 1.0850 -0.3776 0.2740  -0.136
H: -0.2083 0.6481 0.9553  0.049
H: 0.3544 2.1025 -0.6867  0.176

Output
LUMO energy: 0.38 eV

=====

Run b
This record from OMol25 describes a cluster of 17 separate species, C17H68O17 in total. The level of theory is wB97M-V/def2-TZVPD.

Each line ends with the Mulliken charge.
Positions of all 102 atoms, in Å:
C: 11.0156 25.4869 3.2927  -0.172
O: 11.6655 25.1072 4.4544  0.017
H: 10.0412 25.0072 3.1996  0.196
H: 10.8536 26.5621 3.3680  -0.007
H: 11.5023 25.1789 2.3673  0.066
H: 12.5976 25.0201 4.2420  -0.120
C: 12.1251 22.1941 1.9276  -0.522
O: 12.1562 23.2572 0.9770  -0.555
H: 12.3600 22.6669 2.8812  0.090
H: 11.1603 21.6982 2.0346  0.291
H: 12.8165 21.3850 1.6922  0.246
H: 12.9488 23.7979 1.0106  0.203
C: 13.1036 28.3662 2.0325  -0.016
O: 12.4543 29.4576 1.3718  -0.601
H: 12.8360 28.3784 3.0891  0.170
H: 12.6430 27.4502 1.6625  -0.243
H: 14.1673 28.3057 1.8026  0.412
H: 11.5169 29.2684 1.4555  0.372
C: 15.3370 24.5808 0.3480  -0.693
O: 14.0309 25.1698 0.4065  -0.459
H: 16.0902 25.2867 0.6980  0.356
H: 15.4160 23.7704 1.0726  0.151
H: 15.3478 24.1305 -0.6446  0.313
H: 14.0793 26.1273 0.3566  0.248
C: 9.2167 26.9570 6.0490  -0.240
O: 8.0671 26.6918 5.2609  -0.459
H: 9.0663 27.6410 6.8843  0.425
H: 9.6841 26.0444 6.4187  -0.213
H: 9.9969 27.3416 5.3921  0.222
H: 7.6140 25.9885 5.7317  0.188
C: 11.0328 28.2405 9.0115  -0.253
O: 11.5536 29.3104 8.1877  -0.496
H: 10.0809 28.3813 9.5236  0.292
H: 10.8835 27.4705 8.2545  -0.134
H: 11.7469 27.7977 9.7058  0.346
H: 12.4784 29.1615 7.9777  0.260
C: 6.9805 23.6522 -2.1899  -0.632
O: 7.6715 23.2734 -1.0385  -0.467
H: 7.6709 23.9625 -2.9743  0.329
H: 6.3748 22.8321 -2.5753  0.222
H: 6.3535 24.4808 -1.8608  0.210
H: 8.5906 23.5020 -1.1954  0.347
C: 16.9438 21.8475 5.3477  -0.621
O: 16.0918 22.1888 4.1779  -0.448
H: 18.0071 21.9572 5.1345  0.277
H: 16.6359 22.4901 6.1725  0.245
H: 16.7015 20.8447 5.6996  0.288
H: 16.3140 21.6421 3.4207  0.241
C: 7.5320 26.2741 1.8820  -0.446
O: 7.4971 27.4365 2.7089  -0.594
H: 7.0272 26.2119 0.9180  0.350
H: 8.5563 26.0764 1.5661  0.169
H: 7.0848 25.4236 2.3966  0.150
H: 7.9154 27.1811 3.5343  0.489
C: 15.4527 29.5050 6.0911  -0.344
O: 15.8105 30.1344 7.2875  -0.514
H: 16.2556 28.8972 5.6739  0.271
H: 14.5576 28.9156 6.2900  -0.003
H: 15.2430 30.3507 5.4362  0.311
H: 16.6499 30.5713 7.1261  0.293
C: 9.7660 30.1406 3.0324  -0.653
O: 9.7507 29.1171 2.0161  -0.655
H: 8.7207 30.3628 3.2468  0.368
H: 10.4035 29.8574 3.8699  0.192
H: 10.3441 30.9911 2.6711  0.310
H: 8.8482 28.7906 1.9936  0.349
C: 8.3487 23.1602 8.9558  -0.673
O: 8.7047 24.4410 8.4979  -0.340
H: 8.2512 23.0880 10.0390  0.273
H: 7.3849 22.8541 8.5491  0.191
H: 9.1662 22.5198 8.6245  0.281
H: 9.0729 24.2794 7.6261  0.231
C: 5.9053 22.4042 2.2933  -0.273
O: 5.6539 22.6253 0.9200  -0.456
H: 5.0135 22.1873 2.8813  0.289
H: 6.6990 21.6734 2.4483  0.276
H: 6.3065 23.2652 2.8279  -0.040
H: 6.4998 22.8113 0.5059  0.325
C: 15.1993 25.8722 4.1309  -0.557
O: 14.4296 24.6900 3.8765  -0.074
H: 16.0323 25.4948 4.7241  0.348
H: 15.5102 26.2036 3.1402  0.180
H: 14.7578 26.7542 4.5949  0.083
H: 14.9212 23.8698 3.9613  0.082
C: 5.7196 25.3750 7.2362  -0.686
O: 6.4736 24.6777 6.3195  -0.524
H: 4.7597 25.6952 6.8311  0.256
H: 5.5009 24.7877 8.1280  0.353
H: 6.2631 26.1954 7.7050  0.250
H: 6.2658 23.7438 6.3991  0.283
C: 12.3828 23.8727 7.3964  -0.352
O: 11.1808 23.4753 6.7079  -0.435
H: 12.0957 24.8298 7.8319  0.098
H: 12.4772 23.1123 8.1716  0.275
H: 13.2074 24.0208 6.6992  0.075
H: 11.2436 23.9255 5.8624  0.450
C: 11.3356 24.2839 -2.4317  -0.637
O: 10.5640 23.8332 -1.2768  -0.470
H: 11.9462 25.1003 -2.0460  0.191
H: 11.8940 23.4823 -2.9151  0.278
H: 10.7075 24.6964 -3.2213  0.277
H: 11.0397 23.6071 -0.4742  0.455

Output
LUMO energy: 0.01 eV

=====

run a is preferred energetically. Next in line: 153.0 kJ/mol higher.